{"formula": "C18H24Cl2N2O7S2", "method": "ωB97M-V with the def2-TZVPD basis set", "symbols": ["C", "C", "C", "C", "N", "S", "O", "O", "C", "C", "C", "C", "O", "O", "C", "C", "O", "N", "C", "C", "C", "C", "S", "O", "O", "C", "C", "Cl", "C", "C", "Cl", "H", "H", "H", "H", "H", "H", "H", "H", "H", "H", "H", "H", "H", "H", "H", "H", "H", "H", "H", "H", "H", "H", "H", "H"], "xyz": [[-1.485, -4.433, 1.510], [-2.192, -3.600, 0.443], [-3.497, -4.270, 0.014], [-2.441, -2.190, 0.997], [-3.139, -1.304, 0.090], [-2.346, -0.633, -1.192], [-3.321, -0.387, -2.211], [-1.169, -1.382, -1.559], [-1.763, 0.924, -0.526], [-0.423, 1.207, -0.644], [0.124, 2.371, -0.116], [1.604, 2.525, -0.171], [2.276, 3.136, 0.610], [2.088, 1.867, -1.240], [3.480, 1.596, -1.269], [3.758, 0.154, -0.809], [4.622, -0.026, 0.024], [3.016, -0.827, -1.374], [2.302, -0.660, -2.627], [2.902, -2.191, -0.855], [3.838, -2.569, 0.310], [3.345, -1.940, 1.605], [1.607, -1.520, 1.264], [1.445, -0.111, 1.022], [0.731, -2.100, 2.251], [1.500, -2.426, -0.306], [-0.731, 3.269, 0.531], [-0.130, 4.720, 1.197], [-2.094, 3.008, 0.623], [-2.608, 1.830, 0.098], [-4.272, 1.486, 0.205], [-1.155, -5.383, 1.098], [-0.628, -3.893, 1.903], [-2.164, -4.637, 2.335], [-1.545, -3.503, -0.433], [-3.306, -5.297, -0.287], [-3.945, -3.752, -0.833], [-4.210, -4.282, 0.837], [-3.032, -2.251, 1.915], [-1.486, -1.717, 1.237], [-4.060, -1.618, -0.175], [0.212, 0.492, -1.131], [3.850, 1.781, -2.281], [4.002, 2.253, -0.565], [1.261, -0.973, -2.539], [2.315, 0.372, -2.953], [2.782, -1.279, -3.392], [3.109, -2.866, -1.698], [4.860, -2.261, 0.097], [3.812, -3.658, 0.389], [3.872, -1.020, 1.838], [3.358, -2.619, 2.450], [1.334, -3.471, -0.065], [0.673, -2.044, -0.897], [-2.747, 3.715, 1.109]], "nbo_charge": [-0.62, -0.24, -0.61, -0.23, -0.87, 2.34, -0.93, -0.98, -0.41, -0.03, -0.21, 0.81, -0.56, -0.52, -0.18, 0.69, -0.63, -0.46, -0.41, -0.03, -0.42, -0.66, 2.16, -0.96, -0.96, -0.69, 0.04, 0.07, -0.26, 0.02, 0.07, 0.21, 0.24, 0.20, 0.21, 0.22, 0.20, 0.20, 0.21, 0.23, 0.42, 0.25, 0.21, 0.25, 0.21, 0.23, 0.20, 0.22, 0.26, 0.21, 0.28, 0.25, 0.25, 0.29, 0.25], "smiles": "CC(C)CNS(=O)(=O)c1cc(C(=O)OCC(=O)N(C)[C@H]2CCS(=O)(=O)C2)c(Cl)cc1Cl", "largest_force_ev_per_a": 0.9, "e_homo_ev": -9.61, "e_tot_ha": -3053.262444, "gap_ev": 9.60}


{"formula": "C20H22N2O4", "method": "ωB97M-V with the def2-TZVPD basis set", "symbols": ["C", "C", "C", "C", "C", "N", "C", "O", "C", "C", "C", "C", "C", "C", "N", "C", "O", "C", "C", "C", "C", "C", "C", "C", "O", "O", "H", "H", "H", "H", "H", "H", "H", "H", "H", "H", "H", "H", "H", "H", "H", "H", "H", "H", "H", "H", "H", "H"], "xyz": [[-6.466, -0.897, 0.400], [-5.192, -0.544, -0.358], [-3.950, -1.256, 0.196], [-3.618, -0.788, 1.611], [-2.762, -1.042, -0.763], [-2.210, 0.296, -0.680], [-1.113, 0.526, 0.063], [-0.584, -0.396, 0.682], [-0.575, 1.904, 0.035], [-1.430, 3.001, -0.038], [-0.931, 4.287, -0.098], [0.442, 4.487, -0.101], [1.309, 3.417, -0.018], [0.819, 2.113, 0.071], [1.650, 1.013, 0.167], [3.002, 0.929, -0.017], [3.735, 1.880, -0.199], [3.513, -0.472, 0.041], [4.819, -0.663, 0.487], [5.360, -1.932, 0.550], [4.607, -3.024, 0.148], [3.316, -2.838, -0.319], [2.763, -1.570, -0.374], [-1.596, -2.030, -0.586], [-0.690, -2.101, -1.377], [-1.779, -2.917, 0.390], [-6.613, -1.974, 0.415], [-7.327, -0.441, -0.083], [-6.425, -0.539, 1.424], [-5.323, -0.824, -1.407], [-5.039, 0.537, -0.318], [-4.149, -2.332, 0.220], [-2.667, -1.201, 1.931], [-4.383, -1.117, 2.307], [-3.555, 0.298, 1.654], [-3.104, -1.192, -1.796], [-2.625, 1.030, -1.229], [-2.500, 2.847, -0.016], [-1.606, 5.127, -0.143], [0.839, 5.489, -0.158], [2.375, 3.571, -0.015], [1.155, 0.148, 0.377], [5.393, 0.202, 0.784], [6.370, -2.072, 0.906], [5.028, -4.017, 0.191], [2.735, -3.685, -0.652], [1.764, -1.454, -0.769], [-1.008, -3.501, 0.450]], "nbo_charge": [-0.60, -0.39, -0.22, -0.62, -0.13, -0.60, 0.69, -0.65, -0.22, -0.17, -0.24, -0.17, -0.26, 0.29, -0.64, 0.66, -0.60, -0.08, -0.19, -0.21, -0.20, -0.20, -0.22, 0.83, -0.62, -0.69, 0.20, 0.21, 0.21, 0.20, 0.19, 0.22, 0.24, 0.21, 0.20, 0.23, 0.41, 0.21, 0.22, 0.22, 0.26, 0.44, 0.23, 0.21, 0.21, 0.21, 0.24, 0.50], "de_lowest_kcal_mol": 9.80, "smiles": "CC[C@H](C)[C@@H](NC(=O)c1ccccc1NC(=O)c1ccccc1)C(=O)O", "largest_force_ev_per_a": 0.9, "e_homo_ev": -8.57, "e_tot_ha": -1185.877143, "gap_ev": 9.07}


{"formula": "CHNO2PS", "method": "ωB97M-V with the def2-TZVPD basis set", "symbols": ["C", "N", "O", "O", "P", "S", "H"], "xyz": [[-2.336, 1.780, -0.284], [-1.859, 2.789, -0.541], [-3.201, 0.058, 1.637], [0.518, -0.358, 0.856], [-2.645, 0.088, 0.290], [-3.247, -1.328, -0.936], [0.614, 0.361, 1.390]], "nbo_charge": [-0.11, -0.26, -1.01, -1.12, 1.62, -0.51, 0.40], "de_lowest_kcal_mol": 102.14, "largest_force_ev_per_a": 4.5, "total_charge": -1, "e_homo_ev": [-4.16, -4.17], "e_tot_ha": -983.480449, "gap_ev": [6.01, 6.02]}


{"formula": "C3H7NO", "method": "ωB97M-V with the def2-TZVPD basis set", "symbols": ["C", "N", "O", "C", "C", "H", "H", "H", "H", "H", "H", "H"], "xyz": [[1.613, 0.204, -1.172], [1.144, 1.321, -0.829], [0.081, 1.371, 0.076], [-0.296, 0.283, 0.920], [-1.298, -0.646, 0.277], [2.487, 0.297, -1.842], [1.245, -0.825, -0.791], [0.604, -0.148, 1.335], [-0.790, 0.762, 1.768], [-2.163, -0.065, -0.046], [-0.977, -1.156, -0.669], [-1.648, -1.398, 0.973]], "nbo_charge": [-0.19, -0.08, -0.39, -0.10, -0.64, 0.20, 0.18, 0.18, 0.20, 0.22, 0.21, 0.22], "de_lowest_kcal_mol": 76.53, "smiles": "C=NOCC", "largest_force_ev_per_a": 2.0, "e_homo_ev": -9.81, "e_tot_ha": -248.404535, "gap_ev": 10.87}


{"formula": "C4H13BN2", "method": "ωB97M-V with the def2-TZVPD basis set", "symbols": ["C", "B", "N", "C", "H", "H", "H", "H", "H", "H", "C", "N", "C", "H", "H", "H", "H", "H", "H", "H"], "xyz": [[-1.637, 2.338, -0.178], [-1.992, 0.925, -0.217], [-2.280, -0.245, 0.178], [-2.707, -1.517, 0.544], [-0.822, 2.546, -0.921], [-1.241, 2.708, 0.692], [-2.605, 3.004, -0.268], [-3.544, -1.432, 1.356], [-3.104, -1.908, -0.406], [-1.954, -2.233, 0.956], [2.697, -0.440, 0.880], [1.441, -0.938, 0.284], [1.205, -0.402, -0.999], [3.540, -0.993, 0.254], [2.732, 0.582, 0.865], [2.833, -0.790, 1.903], [0.675, -0.586, 1.004], [1.769, 0.628, -1.245], [1.524, -1.001, -1.883], [0.057, -0.379, -1.106]], "nbo_charge": [-1.04, 0.88, -0.80, -0.41, 0.26, 0.26, 0.26, 0.19, 0.20, 0.20, -0.41, -0.62, -0.43, 0.18, 0.17, 0.20, 0.35, 0.15, 0.19, 0.22], "de_lowest_kcal_mol": 56.40, "smiles": "C/B=N/C.CNC", "largest_force_ev_per_a": 5.2, "e_homo_ev": -8.75, "e_tot_ha": -294.494460, "gap_ev": 9.32}


{"formula": "C3H22NO10", "method": "ωB97M-V with the def2-TZVPD basis set", "symbols": ["O", "C", "C", "N", "C", "O", "H", "H", "H", "H", "H", "H", "H", "H", "O", "H", "H", "O", "H", "H", "O", "H", "H", "O", "H", "H", "O", "H", "H", "O", "H", "H", "O", "H", "H", "O"], "xyz": [[-2.334, 0.433, -0.153], [-1.719, -0.479, -0.746], [-0.337, -0.426, -1.027], [0.239, -1.520, -1.676], [0.074, -1.677, -3.123], [0.642, -0.593, -3.862], [-2.265, -1.366, -1.095], [0.330, 0.378, -0.728], [0.320, 0.225, -3.459], [1.220, -1.552, -1.397], [-1.001, -1.801, -3.274], [0.699, -2.466, -3.538], [-1.274, -0.076, 1.897], [-1.189, -1.509, 2.200], [-1.296, -0.665, 2.675], [1.465, -0.478, 4.153], [0.059, 0.002, 3.706], [0.918, 0.293, 4.052], [-1.883, 2.128, -1.231], [-1.145, 1.336, -2.235], [-1.599, 2.183, -2.163], [1.719, 1.333, 1.420], [1.938, 1.957, 0.079], [2.436, 1.469, 0.780], [-0.322, 1.716, 2.102], [-1.268, 1.302, 0.840], [-0.650, 1.957, 1.237], [1.390, -0.833, 0.480], [2.395, -1.138, 1.526], [1.940, -1.561, 0.783], [0.589, 3.184, 0.243], [0.067, 2.521, -0.955], [0.786, 3.122, -0.711], [0.675, -2.608, 1.333], [-0.155, -3.797, 1.125], [0.082, -3.190, 1.859]], "nbo_charge": [-0.58, 0.27, -0.10, -0.57, 0.08, -0.69, 0.16, 0.22, 0.46, 0.40, 0.17, 0.21, 0.45, 0.50, -0.95, 0.47, 0.50, -0.98, 0.48, 0.44, -0.91, 0.46, 0.49, -0.97, 0.49, 0.48, -1.01, 0.47, 0.50, -0.94, 0.49, 0.46, -0.94, 0.49, 0.46, -0.97], "de_lowest_kcal_mol": 0.00, "spin_multiplicity": 2, "largest_force_ev_per_a": 1.7, "e_homo_ev": [-10.44, -11.51], "e_tot_ha": -934.575522, "gap_ev": [10.38, 8.32]}


{"formula": "C5H8N", "method": "ωB97M-V with the def2-TZVPD basis set", "symbols": ["C", "C", "N", "C", "C", "C", "H", "H", "H", "H", "H", "H", "H", "H"], "xyz": [[0.652, 2.017, -1.623], [0.268, 0.882, -0.675], [-0.034, -0.151, 0.461], [0.404, 0.379, 1.700], [-0.714, -1.261, 0.122], [-0.881, -1.820, -1.034], [1.430, 1.969, -2.344], [-0.027, 2.836, -1.761], [0.245, -0.380, 2.493], [1.501, 0.520, 1.688], [-0.135, 1.313, 1.823], [-0.933, -1.849, 1.022], [-1.559, -2.648, -1.028], [-0.532, -1.177, -1.910]], "nbo_charge": [-0.34, 0.43, -0.29, -0.42, -0.07, -0.30, 0.27, 0.27, 0.25, 0.25, 0.24, 0.24, 0.25, 0.22], "de_lowest_kcal_mol": 155.09, "smiles": "C=C=[N+](C)C=C", "largest_force_ev_per_a": 11.8, "total_charge": 1, "e_homo_ev": [-14.15, -14.14], "e_tot_ha": -249.577992, "gap_ev": [7.82, 7.80]}


{"formula": "C7H8N4", "method": "ωB97M-V with the def2-TZVPD basis set", "symbols": ["C", "C", "C", "C", "C", "C", "C", "H", "H", "H", "H", "H", "H", "H", "H", "N", "N", "N", "N"], "xyz": [[-3.111, -0.740, 0.079], [-0.748, -0.049, -0.106], [-0.133, 2.160, -0.017], [1.238, 1.891, 0.043], [1.681, 0.563, -0.082], [2.480, -1.449, -0.039], [0.570, -0.442, -0.005], [-3.385, -0.087, -0.592], [-3.213, -0.144, 1.030], [-3.928, -1.304, -0.165], [-1.256, -2.033, 0.371], [-0.441, 2.958, -0.194], [1.895, 2.548, -0.052], [3.906, 0.242, 0.208], [3.311, -2.496, -0.165], [-1.717, -0.994, -0.188], [-1.098, 1.218, -0.085], [2.760, -0.078, -0.016], [1.187, -1.766, -0.022]], "nbo_charge": [-0.43, 0.37, 0.10, -0.32, 0.16, 0.18, -0.01, 0.21, 0.18, 0.22, 0.39, 0.15, 0.19, 0.44, 0.22, -0.57, -0.50, -0.54, -0.45], "de_lowest_kcal_mol": 130.88, "largest_force_ev_per_a": 14.7, "e_homo_ev": -7.71, "e_tot_ha": -490.364631, "gap_ev": 8.13}